{
  "formula": "C3HO2Y",
  "method": "the ωB97M-V functional and the def2-TZVPD basis",
  "symbols": ["C", "H", "C", "O", "C", "Y", "O"],
  "coordinates": [[1.21, 1.50, -0.76], [2.05, 2.16, -0.69], [0.28, 0.73, -0.67], [-0.93, -0.44, -1.15], [-0.97, -0.22, 0.13], [-1.22, -2.67, 2.24], [-0.41, -1.07, 0.90]],
  "lowdin_charge": [0.27, 0.10, 0.02, 0.15, -0.39, 2.10, -0.24],
  "total_charge": 2,
  "mol_weight_g_mol": 157.94,
  "e_homo_ev": [-16.3, -16.3]
}

=====

{
  "formula": "C34H28N7O3Ti",
  "method": "the ωB97M-V functional and the def2-TZVPD basis",
  "symbols": ["Ti", "C", "C", "C", "C", "C", "N", "C", "C", "C", "C", "C", "C", "C", "N", "C", "C", "C", "N", "C", "C", "N", "C", "C", "C", "N", "H", "H", "H", "H", "H", "H", "H", "H", "H", "H", "H", "H", "H", "H", "H", "H", "H", "H", "O", "C", "C", "C", "C", "C", "C", "C", "O", "N", "N", "C", "C", "C", "C", "C", "C", "C", "O", "H", "H", "H", "H", "H", "H", "H", "H", "H", "H"],
  "coordinates": [[0.07, -0.44, -0.52], [0.44, 5.07, -3.92], [0.36, 4.10, -2.77], [1.43, 3.95, -1.88], [1.37, 3.03, -0.86], [0.24, 2.24, -0.66], [0.18, 1.26, 0.37], [-0.01, 1.69, 1.69], [0.11, 3.04, 2.05], [-0.08, 3.46, 3.35], [-0.44, 2.58, 4.36], [-0.71, 3.03, 5.76], [-0.60, 1.24, 4.00], [-0.37, 0.79, 2.71], [-0.55, -0.61, 2.47], [-0.52, -1.58, 3.41], [-1.05, -2.72, 2.87], [-1.34, -2.38, 1.55], [-1.04, -1.11, 1.30], [-0.82, 2.39, -1.56], [-0.75, 3.30, -2.60], [-1.99, 1.58, -1.45], [-3.27, 1.93, -1.72], [-4.06, 0.82, -1.54], [-3.18, -0.19, -1.15], [-1.93, 0.27, -1.10], [1.07, 5.92, -3.68], [-0.54, 5.43, -4.20], [0.88, 4.58, -4.80], [2.31, 4.56, -2.00], [2.21, 2.90, -0.18], [0.36, 3.77, 1.30], [0.03, 4.52, 3.58], [-0.37, 4.05, 5.91], [-0.20, 2.40, 6.49], [-1.78, 3.00, 5.98], [-0.94, 0.55, 4.75], [-0.14, -1.38, 4.40], [-1.17, -3.68, 3.34], [-1.71, -3.00, 0.75], [-1.57, 3.35, -3.32], [-3.50, 2.94, -2.00], [-5.12, 0.75, -1.67], [-3.38, -1.21, -0.88], [1.84, -5.49, 0.88], [2.57, -4.61, 1.58], [3.43, -5.14, 2.55], [4.21, -4.30, 3.31], [4.16, -2.92, 3.14], [3.31, -2.39, 2.20], [2.51, -3.22, 1.40], [1.60, -2.61, 0.44], [1.56, -1.29, 0.37], [0.82, -3.33, -0.32], [0.09, -2.48, -1.13], [-0.39, -2.93, -2.23], [-0.79, -2.03, -3.29], [-1.52, -2.51, -4.39], [-1.73, -1.71, -5.49], [-1.18, -0.43, -5.53], [-0.43, 0.06, -4.48], [-0.25, -0.73, -3.34], [0.46, -0.24, -2.31], [1.30, -5.00, 0.22], [3.46, -6.22, 2.67], [4.88, -4.73, 4.05], [4.78, -2.27, 3.74], [3.25, -1.32, 2.04], [-0.37, -4.01, -2.42], [-1.90, -3.52, -4.37], [-2.30, -2.08, -6.33], [-1.33, 0.19, -6.41], [0.02, 1.05, -4.50]],
  "lowdin_charge": [1.18, -0.03, -0.25, -0.01, 0.00, -0.25, -0.05, -0.17, 0.01, -0.02, -0.26, -0.04, 0.03, -0.09, -0.05, -0.02, -0.01, -0.12, 0.01, -0.13, 0.03, -0.04, -0.02, -0.02, -0.09, -0.01, 0.09, 0.08, 0.09, 0.12, 0.14, 0.11, 0.12, 0.08, 0.09, 0.09, 0.12, 0.14, 0.11, 0.12, 0.13, 0.14, 0.11, 0.12, 0.07, -0.26, 0.00, -0.06, -0.08, -0.02, -0.08, -0.38, -0.13, 0.08, -0.08, -0.02, -0.15, -0.02, -0.07, -0.05, 0.01, -0.29, -0.15, 0.07, 0.12, 0.11, 0.10, 0.12, 0.15, 0.12, 0.11, 0.11, 0.12],
  "total_charge": 1,
  "mol_weight_g_mol": 630.51,
  "e_homo_ev": -10.5
}

=====

{
  "formula": "C2HClF4S",
  "method": "the ωB97M-V functional and the def2-TZVPD basis",
  "symbols": ["F", "C", "Cl", "S", "C", "F", "F", "F", "H"],
  "coordinates": [[-0.66, 2.20, 0.15], [-0.68, 0.99, 0.70], [-0.79, 1.05, 2.46], [1.50, 0.54, 0.40], [1.69, 0.54, -1.39], [0.80, 1.44, -1.94], [2.88, 0.98, -1.74], [1.37, -0.59, -1.97], [-1.51, 0.37, 0.21]],
  "lowdin_charge": [-0.08, -0.78, 0.61, 0.88, -1.00, 0.03, 0.12, 0.12, 0.12],
  "mol_weight_g_mol": 168.54,
  "smiles": "F[C@H](Cl)SC(F)(F)F",
  "e_homo_ev": -10.2
}

=====

{
  "formula": "C6H12OS",
  "method": "the ωB97M-V functional and the def2-TZVPD basis",
  "symbols": ["C", "C", "C", "O", "C", "C", "C", "S", "H", "H", "H", "H", "H", "H", "H", "H", "H", "H", "H", "H"],
  "coordinates": [[2.06, -0.22, 0.70], [0.70, 0.15, 0.18], [0.76, 1.65, -0.30], [1.14, 2.49, 0.74], [-0.43, -0.53, 0.08], [-0.59, -1.93, 0.56], [-1.71, -0.02, -0.54], [-1.69, -0.35, -2.35], [2.54, 0.57, 1.29], [2.68, -0.38, -0.19], [2.11, -1.15, 1.28], [-0.17, 1.99, -0.77], [1.53, 1.74, -1.07], [0.42, 2.42, 1.38], [-0.86, -2.59, -0.32], [-1.45, -2.02, 1.21], [0.26, -2.37, 1.04], [-2.54, -0.65, -0.15], [-1.90, 1.00, -0.27], [-2.89, 0.20, -2.48]],
  "lowdin_charge": [-0.04, -0.22, -0.23, -0.06, -0.37, -0.06, -0.52, 0.72, 0.08, 0.09, 0.07, 0.10, 0.12, 0.10, 0.10, 0.08, 0.06, 0.08, 0.07, -0.16],
  "mol_weight_g_mol": 132.23,
  "smiles": "C/C(CO)=C(\\C)CS",
  "e_homo_ev": -9.0
}

=====

{
  "formula": "C34H21FeI3N4O6",
  "method": "the ωB97M-V functional and the def2-TZVPD basis",
  "symbols": ["Fe", "O", "C", "O", "C", "C", "C", "N", "C", "C", "C", "C", "C", "C", "C", "N", "C", "C", "C", "C", "C", "N", "H", "H", "H", "H", "H", "H", "H", "H", "H", "H", "I", "C", "C", "C", "I", "C", "C", "C", "C", "N", "C", "C", "O", "H", "H", "H", "H", "C", "C", "O", "H", "H", "H", "I", "C", "C", "C", "C", "C", "C", "C", "O", "O", "H", "H", "H", "H"],
  "coordinates": [[0.53, -1.15, -0.05], [1.78, 4.05, -4.62], [0.62, 3.73, -4.30], [-0.47, 4.29, -4.54], [0.52, 2.44, -3.46], [-0.71, 2.01, -2.96], [-0.78, 0.86, -2.20], [0.31, 0.15, -1.89], [1.48, 0.56, -2.36], [1.63, 1.67, -3.18], [2.59, -0.33, -1.94], [3.92, -0.16, -2.33], [4.85, -1.10, -1.95], [4.44, -2.21, -1.22], [3.11, -2.30, -0.85], [2.22, -1.36, -1.18], [-2.07, 0.29, -1.72], [-3.27, 1.00, -1.81], [-4.44, 0.38, -1.40], [-4.39, -0.92, -0.92], [-3.15, -1.54, -0.85], [-2.02, -0.95, -1.22], [-1.57, 2.60, -3.23], [2.58, 2.00, -3.58], [4.20, 0.71, -2.91], [5.89, -0.98, -2.23], [5.13, -2.99, -0.93], [2.73, -3.13, -0.27], [-3.28, 2.01, -2.19], [-5.38, 0.92, -1.45], [-5.28, -1.44, -0.61], [-3.06, -2.56, -0.48], [0.64, -6.24, -0.46], [-0.52, -4.99, 0.71], [-1.43, -5.53, 1.63], [-2.21, -4.74, 2.43], [-3.56, -5.64, 3.73], [-2.10, -3.32, 2.35], [-2.83, -2.38, 3.10], [-2.63, -1.05, 2.91], [-1.65, -0.62, 1.98], [-0.94, -1.47, 1.29], [-1.17, -2.80, 1.44], [-0.38, -3.62, 0.55], [0.36, -3.02, -0.31], [-1.51, -6.61, 1.70], [-3.57, -2.73, 3.81], [-3.19, -0.31, 3.46], [-1.45, 0.43, 1.80], [2.95, -0.49, 1.83], [1.85, -1.49, 1.53], [1.69, -2.46, 2.20], [3.75, -1.02, 2.35], [2.52, 0.26, 2.49], [3.31, 0.02, 0.94], [-1.08, 7.10, 3.17], [-0.39, 5.35, 2.29], [0.23, 5.40, 1.05], [0.71, 4.23, 0.49], [0.55, 3.01, 1.14], [-0.08, 2.98, 2.37], [-0.54, 4.14, 2.96], [1.12, 1.76, 0.49], [2.12, 1.87, -0.20], [0.43, 0.69, 0.70], [0.34, 6.34, 0.53], [1.20, 4.24, -0.48], [-0.20, 2.03, 2.88], [-1.02, 4.11, 3.94]],
  "lowdin_charge": [0.64, -0.05, -0.69, -0.05, -0.08, 0.06, -0.18, 0.12, -0.20, 0.06, -0.17, 0.01, -0.05, -0.04, -0.10, 0.06, -0.19, 0.00, -0.07, -0.06, -0.13, 0.12, 0.11, 0.12, 0.12, 0.11, 0.11, 0.11, 0.11, 0.10, 0.10, 0.11, 0.89, -0.65, -0.23, -0.69, 0.88, -0.21, -0.04, -0.03, -0.08, 0.05, -0.15, -0.43, -0.15, 0.07, 0.06, 0.11, 0.10, -0.03, -0.34, 0.06, 0.08, 0.09, 0.06, 0.83, -0.75, -0.14, 0.00, -0.11, -0.03, -0.16, -0.56, 0.06, -0.12, 0.09, 0.13, 0.11, 0.09],
  "multiplicity": 2,
  "total_charge": -1,
  "mol_weight_g_mol": 1018.12,
  "e_homo_ev": [-5.5, -5.5]
}

=====

{
  "formula": "C6H10BN",
  "method": "the ωB97M-V functional and the def2-TZVPD basis",
  "symbols": ["B", "C", "C", "C", "C", "C", "C", "N", "H", "H", "H", "H", "H", "H", "H", "H", "H", "H"],
  "coordinates": [[-1.68, -0.06, -0.56], [3.13, 1.43, -0.80], [-0.50, -2.02, 1.21], [2.09, 1.08, 0.02], [0.09, -0.82, 1.03], [0.74, 0.88, -0.58], [-0.25, 0.14, -0.04], [-2.97, 0.36, -0.09], [-2.84, -1.47, -2.32], [4.13, 1.36, -0.56], [3.00, 1.54, -1.91], [-0.27, -2.76, 2.00], [-1.30, -2.30, 0.59], [2.23, 0.78, 1.12], [0.82, -0.41, 1.76], [0.46, 1.58, -1.42], [-3.86, -0.15, -0.24], [-3.00, 0.81, 0.78]],
  "lowdin_charge": [-0.24, 0.02, 0.02, -0.15, -0.16, -0.09, -0.22, 0.13, 0.01, 0.02, 0.08, 0.07, 0.03, 0.11, 0.10, 0.13, 0.07, 0.05],
  "mol_weight_g_mol": 106.96,
  "e_homo_ev": [-7.2, -8.6]
}

=====

{
  "formula": "C7H10",
  "method": "the ωB97M-V functional and the def2-TZVPD basis",
  "symbols": ["C", "C", "C", "C", "C", "C", "C", "H", "H", "H", "H", "H", "H", "H", "H", "H", "H"],
  "coordinates": [[-1.38, -2.49, -0.28], [-0.27, -1.86, 0.11], [0.29, -0.71, -0.60], [0.55, -0.76, -1.93], [0.79, 0.35, 0.32], [0.07, 1.47, 0.47], [0.45, 2.68, 1.29], [-2.07, -3.03, 0.36], [-1.73, -2.48, -1.31], [0.00, -2.05, 1.15], [0.24, -0.02, -2.65], [0.77, -1.72, -2.41], [1.61, 0.28, 1.03], [-0.82, 1.53, -0.15], [1.43, 3.08, 1.07], [0.45, 2.32, 2.33], [-0.36, 3.40, 1.21]],
  "lowdin_charge": [0.02, -0.15, -0.34, 0.05, -0.09, -0.16, -0.10, 0.05, 0.06, 0.10, 0.06, 0.06, 0.12, 0.10, 0.07, 0.07, 0.06],
  "mol_weight_g_mol": 94.16,
  "smiles": "C=CC(=C)/C=C/C",
  "e_homo_ev": -8.4
}

=====

Calculated values (eV) of ΔE to the lowest compared entry with this formula, charge and spin for the records, taken in order: 6.3753 0.0000 0.7990 1.0258 0.0000 4.6464 3.3410.
Calculated values (eV) of DFT total energy for the records, taken in order: -8236.892 -75399.336 -36316.361 -19298.361 -112538.136 -8545.164 -7417.694.